# C33H91O36P3S8

A 11-piece molecular cluster, C33H91O36P3S8 overall at a distorted geometry (the ωB97M-V functional and the def2-TZVPD basis, the OMol25 dataset).

Structure (XYZ):
```
171
Properties=species:S:1:pos:R:3:mulliken_charge:R:1
O -33.569 -0.864 8.799 -0.5247
S -33.819 -1.946 7.887 1.0981
O -34.893 -1.813 6.901 -0.6308
O -32.401 -2.466 7.179 -0.3910
C -31.097 -2.057 7.657 -0.3625
C -30.444 -3.372 8.102 0.4649
C -34.105 -3.504 8.956 -0.6615
H -31.161 -1.332 8.468 0.2286
H -30.559 -1.681 6.787 0.2646
H -31.105 -3.801 8.855 0.0344
H -29.543 -3.163 8.679 -0.6426
H -30.252 -4.069 7.285 0.3633
H -33.314 -3.580 9.702 -0.1112
H -34.152 -4.411 8.354 0.4640
H -35.051 -3.389 9.485 0.3950
O -25.111 -10.558 12.243 -0.3853
S -26.024 -10.949 13.299 0.9251
O -25.576 -11.058 14.678 -0.6468
O -27.345 -10.043 13.255 -0.0408
C -28.202 -10.194 14.316 -0.2851
C -29.202 -9.069 14.436 -1.2766
C -26.892 -12.474 12.761 -1.0326
H -27.695 -10.181 15.281 0.3038
H -28.772 -11.049 13.953 0.3886
H -29.910 -9.145 13.611 0.2654
H -28.517 -8.222 14.441 0.3405
H -29.925 -9.345 15.204 0.3825
H -27.463 -12.815 13.624 0.3633
H -26.223 -13.264 12.419 0.3896
H -27.577 -12.087 12.006 0.3225
O -31.249 -12.138 6.716 -0.6109
S -31.266 -10.920 7.605 1.1172
O -31.070 -11.036 9.086 -0.5676
O -30.235 -9.806 6.946 -0.3093
C -29.963 -8.604 7.616 -0.6656
C -28.443 -8.258 7.489 -0.0722
C -32.726 -10.084 7.091 -0.8744
H -30.147 -8.546 8.689 0.4478
H -30.620 -7.788 7.317 0.3731
H -28.317 -7.595 8.345 -0.3565
H -28.401 -7.662 6.578 0.2742
H -27.804 -9.138 7.555 0.2843
H -33.550 -10.796 7.139 0.4022
H -32.827 -9.835 6.035 0.3305
H -32.920 -9.335 7.858 0.2485
O -26.114 -1.099 6.029 -0.6189
S -27.288 -1.405 6.750 1.1262
O -28.382 -0.433 6.879 -0.5952
O -27.880 -2.883 6.208 -0.2693
C -26.965 -3.902 5.840 -0.7090
C -27.019 -4.875 6.944 1.8083
C -26.781 -1.746 8.497 -0.2688
H -26.001 -3.495 5.536 0.2930
H -27.366 -4.341 4.926 0.2995
H -26.158 -4.730 7.597 -0.2793
H -27.177 -5.918 6.672 -0.7923
H -27.943 -4.783 7.516 -0.2985
H -26.121 -2.611 8.439 -0.0382
H -27.625 -2.104 9.086 -0.2034
H -26.317 -0.832 8.868 0.5441
O -21.656 3.009 9.260 -0.6220
S -21.246 1.872 8.454 1.1737
O -19.915 1.909 7.831 -0.6000
O -21.366 0.477 9.269 -0.3024
C -22.543 0.243 10.163 -0.0203
C -22.181 -0.817 11.158 -0.7141
C -22.493 1.449 7.202 -0.6475
H -23.476 0.167 9.605 0.1110
H -22.611 1.138 10.781 0.3184
H -21.153 -1.176 11.108 0.3308
H -22.807 -1.670 10.894 0.0953
H -22.605 -0.547 12.126 0.1303
H -22.929 2.190 6.532 0.3729
H -23.304 0.910 7.693 0.0634
H -22.024 0.737 6.522 0.3296
O -23.693 -2.179 15.489 -0.5995
S -24.743 -1.107 15.530 1.1348
O -25.524 -0.750 14.380 -0.5219
O -25.722 -1.304 16.908 -0.2987
C -26.147 -2.600 17.282 0.1154
C -27.125 -2.364 18.346 -1.3694
C -23.895 0.444 16.143 -1.0467
H -25.257 -3.192 17.492 0.3400
H -26.666 -3.122 16.478 0.1540
H -26.700 -1.832 19.197 0.3415
H -27.389 -3.263 18.902 0.4259
H -28.088 -1.962 18.030 0.2798
H -24.480 1.323 15.874 0.3530
H -23.048 0.405 15.457 0.3950
H -23.585 0.317 17.180 0.3129
O -24.820 -8.068 7.368 -0.3159
S -24.618 -7.667 5.995 1.2298
O -25.736 -7.075 5.269 -0.6382
O -23.277 -6.721 5.896 -0.3445
C -22.777 -6.130 7.130 0.4260
C -22.865 -4.600 6.994 -0.9046
C -23.960 -9.090 5.011 -1.1523
H -21.728 -6.324 7.355 0.2749
H -23.155 -6.509 8.080 -0.2142
H -22.359 -4.196 6.118 0.3349
H -22.578 -4.165 7.951 0.3586
H -23.946 -4.458 6.983 -0.0174
H -22.876 -9.121 5.120 0.2595
H -24.069 -8.850 3.953 0.4675
H -24.387 -10.080 5.168 0.3671
O -37.082 -3.526 11.218 -0.5633
S -36.425 -4.597 11.941 1.1709
O -37.021 -5.545 12.874 -0.6138
O -35.325 -5.392 10.889 -0.2283
C -35.052 -6.747 11.099 -0.5048
C -33.576 -7.024 11.126 -0.9327
C -35.018 -3.804 12.833 -0.4217
H -35.469 -7.212 10.205 0.2612
H -35.541 -7.253 11.931 0.3833
H -33.176 -6.872 10.123 0.2026
H -33.180 -7.999 11.410 0.5464
H -32.980 -6.421 11.811 0.2049
H -34.256 -3.623 12.075 -0.3303
H -34.697 -4.554 13.557 0.3262
H -35.345 -2.826 13.185 0.4882
C -29.192 -5.868 11.001 0.0727
O -28.157 -5.807 11.960 -0.2973
P -26.624 -5.332 11.531 -0.3152
O -26.536 -4.478 10.307 0.3480
O -26.079 -4.609 12.869 -0.2490
C -24.778 -3.900 12.794 -0.6374
O -25.838 -6.715 11.549 -0.2117
C -25.391 -7.252 10.278 0.2809
H -28.834 -6.580 10.257 -0.0946
H -29.363 -4.960 10.421 -0.0620
H -30.174 -6.237 11.297 0.2205
H -24.226 -4.053 13.721 0.3895
H -24.833 -2.832 12.582 0.1549
H -24.166 -4.265 11.969 0.2582
H -26.242 -7.262 9.596 0.0303
H -25.082 -8.294 10.364 -0.3490
H -24.575 -6.666 9.854 0.2411
C -28.788 -2.167 12.278 -0.7220
O -29.973 -1.819 13.086 -0.5671
P -31.490 -1.903 12.458 0.9871
O -31.804 -2.896 11.389 0.0250
O -32.373 -1.864 13.804 -0.3147
C -32.025 -0.806 14.663 -0.8059
O -31.623 -0.389 11.886 -0.3929
C -32.912 0.094 11.654 -0.7954
H -28.349 -3.162 12.354 0.3096
H -28.149 -1.423 12.754 0.3733
H -28.812 -1.888 11.224 0.2203
H -32.213 -1.056 15.707 0.3090
H -32.509 0.134 14.397 0.2355
H -30.965 -0.558 14.730 0.2810
H -33.221 0.818 12.408 0.3292
H -33.677 -0.680 11.592 0.2843
H -32.826 0.728 10.772 0.2799
C -21.686 -12.221 6.583 -0.4789
O -20.774 -11.732 7.551 -0.3527
P -21.056 -10.260 8.179 0.9968
O -21.526 -9.264 7.203 -0.4850
O -21.939 -10.515 9.583 -0.3775
C -23.295 -10.902 9.585 -0.2275
O -19.648 -9.963 8.920 -0.4255
C -19.002 -8.702 8.749 -0.6607
H -22.367 -11.499 6.133 0.0948
H -22.295 -13.005 7.033 0.2920
H -21.084 -12.695 5.808 0.2748
H -23.441 -11.630 10.383 0.2391
H -23.501 -11.370 8.623 0.2545
H -23.843 -9.973 9.741 0.0401
H -19.305 -8.046 9.565 0.2789
H -19.097 -8.335 7.727 0.2933
H -17.922 -8.834 8.819 0.2496
```

Output
**ΔE to the lowest compared entry with this formula, charge and spin**: 80.84 kcal/mol
**E_LUMO**: 0.019 eV
**Gap between HOMO and LUMO**: 10.527 eV
**Total charge**: 0
**SMILES**: CCOS(C)(=O)=O.CCOS(C)(=O)=O.CCOS(C)(=O)=O.CCOS(C)(=O)=O.CCOS(C)(=O)=O.CCOS(C)(=O)=O.CCOS(C)(=O)=O.CCOS(C)(=O)=O.COP(=O)(OC)OC.COP(=O)(OC)OC.COP(=O)(OC)OC
**Highest occupied orbital energy**: -0.386 Eh